Entry 1:
{
  "formula": "C32H24F3N8O2PdS",
  "method": "ωB97M-V/def2-TZVPD",
  "multiplicity": 1,
  "gap_ev": 5.87,
  "e_tot_ev": -72049.1073,
  "e_lumo_ha": -0.172,
  "charge": 1,
  "e_homo_ha": -0.3876,
  "species": ["Pd", "N", "C", "C", "C", "C", "C", "C", "S", "O", "O", "N", "C", "N", "C", "C", "C", "N", "H", "H", "H", "H", "H", "H", "H", "H", "H", "N", "C", "C", "C", "C", "C", "C", "C", "C", "C", "C", "C", "C", "N", "C", "C", "C", "C", "N", "H", "H", "H", "H", "H", "H", "H", "H", "H", "H", "F", "C", "F", "F", "C", "C", "C", "N", "C", "C", "H", "H", "H", "H", "H"],
  "xyz": [[0.3142, -0.1723, -0.0342], [2.9981, 7.1329, -2.3790], [2.2997, 6.1846, -1.6756], [0.8978, 6.2166, -1.6384], [0.1930, 5.2499, -0.9555], [0.8781, 4.2301, -0.3020], [2.2651, 4.1842, -0.3241], [2.9720, 5.1541, -1.0059], [-0.0306, 2.9936, 0.5252], [-1.2014, 3.5682, 1.1248], [0.8833, 2.2437, 1.3564], [-0.4241, 1.8803, -0.6138], [-1.7068, 1.5258, -0.9139], [-2.7014, 2.3863, -1.0938], [-3.8937, 1.8491, -1.3183], [-4.1165, 0.4767, -1.3880], [-3.0087, -0.3317, -1.2467], [-1.8033, 0.1887, -1.0301], [2.5208, 7.9733, -2.6532], [3.9815, 7.2349, -2.2016], [0.3687, 7.0156, -2.1427], [-0.8881, 5.2835, -0.9168], [2.7831, 3.4085, 0.2246], [4.0552, 5.1343, -1.0066], [-4.7121, 2.5478, -1.4514], [-5.0996, 0.0679, -1.5623], [-3.0685, -1.4121, -1.3158], [-1.4632, -8.2318, 6.0289], [-1.3144, -7.3375, 5.3245], [-1.1280, -6.2159, 4.4415], [-0.3226, -5.1509, 4.8346], [-0.1534, -4.0708, 3.9859], [-0.7723, -4.0554, 2.7379], [-1.5710, -5.1269, 2.3481], [-1.7569, -6.2018, 3.1985], [-0.5795, -2.8858, 1.8427], [0.0576, -3.0997, 0.6046], [0.5030, -4.3131, 0.0707], [0.9577, -4.0629, -1.2224], [0.8008, -2.7041, -1.4439], [0.2170, -2.1212, -0.3698], [-1.0371, -1.6629, 2.2650], [-1.8537, -1.3883, 3.4032], [-2.1449, -0.0542, 3.3870], [-1.4999, 0.4900, 2.2511], [-0.8610, -0.4566, 1.5756], [0.1640, -5.1732, 5.7998], [0.4713, -3.2390, 4.2850], [-2.0617, -5.1104, 1.3834], [-2.3874, -7.0305, 2.9078], [0.4575, -5.2666, 0.5704], [1.3417, -4.7764, -1.9319], [1.0639, -2.1467, -2.3234], [-2.1920, -2.1318, 4.1058], [-2.7448, 0.5072, 4.0832], [-1.5136, 1.5235, 1.9501], [2.7376, -1.5128, 0.3796], [2.0245, -0.5983, 1.0270], [1.7409, -1.0440, 2.2346], [2.7700, 0.4899, 1.1423], [2.5333, 1.2106, -4.1103], [3.2503, 1.2135, -2.9284], [2.6566, 0.7344, -1.7754], [1.4063, 0.2615, -1.7660], [0.7038, 0.2669, -2.9114], [1.2357, 0.7211, -4.0976], [2.9728, 1.5856, -5.0245], [4.2633, 1.5856, -2.8784], [3.1973, 0.7378, -0.8451], [-0.3092, -0.1016, -2.8513], [0.6276, 0.6996, -4.9904]]
}

Entry 2:
{
  "formula": "C3H4NO2",
  "method": "ωB97M-V/def2-TZVPD",
  "multiplicity": 1,
  "gap_ev": 9.74,
  "smiles": "[NH3+]C(=O)C=C=O",
  "e_tot_ev": -8751.7294,
  "e_lumo_ha": -0.187,
  "charge": 1,
  "e_homo_ha": -0.5452,
  "species": ["N", "C", "O", "C", "C", "O", "H", "H", "H", "H"],
  "xyz": [[-1.3785, -0.4337, -0.0751], [0.0749, -0.3049, 0.3926], [0.5084, -1.2080, 1.0526], [0.7665, 0.8293, -0.1040], [2.1228, 0.7284, -0.0774], [3.0676, 0.1288, 0.1174], [-1.9980, -0.7962, 0.7585], [-1.4463, -0.9388, -1.0137], [-1.7822, 0.5076, -0.4776], [0.0648, 1.4874, -0.5732]]
}